No. 1
Here is a gas-phase ion, CH4Cl2PS (charge +1) at a distorted geometry from the OMol25 dataset. Energies are from ωB97M-V with the def2-TZVPD basis set.

Geometry (Å):
C: 0.5913 -0.1249 -0.1642
P: 0.4183 0.9643 1.2975
S: -1.2063 0.1634 2.4303
Cl: 0.2319 2.8386 0.7539
Cl: 2.1911 0.8957 2.1828
H: 0.7708 0.5143 -1.0854
H: -0.3278 -0.6773 -0.1962
H: 1.5647 -0.7071 0.0236
H: -1.9905 0.1448 1.1368

Forces on atoms 1 to 2 (eV/Å):
2.208 1.060 -0.183
4.009 1.198 -2.855

Properties
LUMO level (spin up / spin down) = -4.890 / -9.111 eV
2S+1 = 3
Gap between HOMO and LUMO (spin up / spin down) = 6.25 / 7.24 eV
Charge = +1
Relative energy (zero: lowest compared OMol25 entry of this formula, charge and spin) = 6.9 kcal/mol

These are the Mulliken partial charges, in e, on atoms 1 to 6:
1. C -0.891
2. P 0.795
3. S 0.029
4. Cl -0.118
5. Cl -0.141
6. H 0.321

***

No. 2
Here is a single C4H7P3 molecule at a distorted geometry from the OMol25 dataset. Energies are from ωB97M-V with the def2-TZVPD basis set.

Geometry (Å):
C: -1.5090 -1.4661 0.2185
C: -0.7391 -0.5012 -0.0564
C: 1.2379 0.6163 0.9461
C: 0.6286 -0.1664 -0.2122
P: -3.2990 -1.4742 0.3539
P: -2.0618 1.9692 -0.4390
P: -3.4368 0.5704 -0.0849
H: -1.0905 -2.3930 0.4669
H: 0.4591 1.2436 1.3567
H: 2.2737 1.1045 0.7395
H: 1.6265 -0.0653 1.7784
H: 1.1282 -1.0669 -0.3188
H: 0.8523 0.4009 -1.1112
H: -4.7479 0.8080 -0.2726

Forces on atoms 1 to 2 (eV/Å):
-2.580 -0.196 0.430
-0.362 3.553 -0.844

Properties
LUMO level (spin up / spin down) = -0.764 / -0.767 eV
Gap between HOMO and LUMO (spin up / spin down) = 6.60 / 6.60 eV
Relative energy (zero: lowest compared OMol25 entry of this formula, charge and spin) = 78.1 kcal/mol

These are the Mulliken partial charges, in e, on atoms 1 to 6:
1. C 0.200
2. C -0.427
3. C -0.958
4. C -0.687
5. P -0.155
6. P -0.026

***

No. 3
Here is a molecular structure, C6H12Cl2CoNO2 from the OMol25 dataset. Energies are from ωB97M-V with the def2-TZVPD basis set.

Geometry (Å):
Co: -0.2115 0.5465 -0.7601
Cl: -2.4892 0.9048 -1.7276
C: -2.4031 2.5884 -1.1443
Cl: -0.8442 2.7491 -0.2586
H: -3.2185 2.7806 -0.4555
H: -2.3930 3.2666 -1.9909
C: 2.8387 -0.1453 -0.3074
O: 1.4979 0.0366 0.2498
C: 1.2477 -0.7589 1.4288
C: -0.1596 -0.4406 1.8263
O: -1.0026 -0.5789 0.6488
C: -1.5922 -1.9003 0.4188
H: 3.5657 0.0857 0.4672
H: 2.9505 0.5406 -1.1388
H: 2.9604 -1.1736 -0.6416
H: 1.9400 -0.4807 2.2243
H: 1.3908 -1.8142 1.1893
H: -0.2514 0.5985 2.1439
H: -0.5126 -1.0840 2.6300
H: -2.0026 -2.2546 1.3607
H: -0.8434 -2.5957 0.0448
H: -2.3939 -1.7737 -0.3021
N: 1.2381 0.4995 -3.4619
C: 0.6879 0.4036 -2.4439

Forces on atoms 1 to 2 (eV/Å):
0.569 -0.231 0.230
-0.170 0.136 -0.134

Properties
LUMO level (spin up / spin down) = -7.453 / -12.332 eV
2S+1 = 5
Gap between HOMO and LUMO (spin up / spin down) = 11.77 / 6.68 eV
Charge = +2

These are the Mulliken partial charges, in e, on atoms 1 to 6:
1. Co 0.499
2. Cl 0.027
3. C -0.159
4. Cl 0.058
5. H 0.379
6. H 0.401

***

No. 4
Here is a molecular structure, C30H50BiP2 at a distorted geometry from the OMol25 dataset. Energies are from ωB97M-V with the def2-TZVPD basis set.

Geometry (Å):
Bi: -0.6958 -0.2323 -0.7096
C: -0.3057 -1.7516 2.6598
C: -0.0133 -2.7570 1.6961
C: 1.9057 -1.5310 2.0625
C: 0.8689 -0.9752 2.8627
C: 1.3567 -2.6023 1.3110
C: -1.6396 -1.5226 3.2602
H: -2.4552 -1.7178 2.5496
H: -1.7488 -0.4905 3.6129
H: -1.8178 -2.1836 4.1233
C: 1.0174 0.2400 3.6854
H: 0.1050 0.4628 4.2435
H: 1.2853 1.1181 3.0726
H: 1.8190 0.0975 4.4215
C: 3.3034 -1.0655 1.9915
H: 3.9924 -1.8733 2.2689
H: 3.4893 -0.2333 2.6761
H: 3.5911 -0.7404 0.9813
C: 2.0566 -3.3506 0.2532
H: 2.4956 -4.2874 0.6318
H: 2.8825 -2.7571 -0.1630
H: 1.3922 -3.6228 -0.5791
C: -1.0064 -3.6738 1.1024
H: -1.2058 -4.5596 1.7270
H: -0.6993 -4.0358 0.1154
H: -1.9704 -3.1625 0.9753
C: -2.5826 -0.3747 -2.1617
C: -2.9674 -1.3907 -1.2171
C: -3.5684 -2.6903 -1.6167
C: -2.6415 -3.7866 -2.2308
C: -1.1994 -3.4349 -2.4840
C: -0.8100 -2.5140 -3.3770
C: -1.7647 -1.7720 -4.2702
C: -2.6206 -0.6294 -3.6706
H: -4.4166 -2.5132 -2.3003
H: -3.1253 -4.1413 -3.1623
H: -4.0394 -3.1275 -0.7184
H: -3.6733 -0.7933 -3.9613
H: -2.9181 0.6578 -1.9445
H: -3.2718 -1.0812 -0.2047
H: -2.3542 0.3152 -4.1765
H: -1.1722 -1.3469 -5.0986
H: 0.2546 -2.3510 -3.5843
H: -2.4578 -2.4865 -4.7503
H: -2.6483 -4.6528 -1.5464
H: -0.4592 -4.0458 -1.9531
P: -1.8766 1.8407 0.8771
C: -1.4350 2.4225 2.5554
H: -1.8801 3.4222 2.6796
H: -0.3458 2.5072 2.6497
H: -1.8334 1.7543 3.3303
C: -1.8563 3.4610 0.0097
H: -2.3023 4.2051 0.6887
H: -2.4375 3.3984 -0.9208
H: -0.8194 3.7505 -0.2114
C: -3.6758 1.5084 1.0874
H: -4.1469 1.2742 0.1211
H: -4.1544 2.4013 1.5226
H: -3.8170 0.6536 1.7673
P: 1.6303 0.7502 -2.0625
C: 2.5362 -0.7422 -2.6263
H: 2.8901 -0.5690 -3.6521
H: 1.8731 -1.6176 -2.6130
H: 3.3890 -0.9417 -1.9643
C: 0.9444 1.3766 -3.6372
H: 0.4967 0.5638 -4.2224
H: 1.7784 1.8257 -4.1882
H: 0.1814 2.1431 -3.4305
C: 2.9650 1.9292 -1.6697
H: 3.4403 2.2697 -2.6015
H: 3.7010 1.4254 -1.0301
H: 2.5518 2.7921 -1.1294
C: 3.6400 5.0939 2.2182
C: 4.2265 3.8268 2.1200
C: 3.4083 2.6746 1.9243
C: 2.0592 2.8666 1.8782
C: 1.4516 4.0836 1.8459
C: 2.2562 5.2358 2.0675
H: 4.2592 5.9730 2.4007
H: 5.3115 3.6958 2.1922
H: 3.8656 1.6930 1.8325
H: 0.3855 4.2034 1.6796
H: 1.7720 6.2158 2.1078

Forces on atoms 1 to 2 (eV/Å):
-0.334 -0.539 0.068
1.029 0.858 0.021

Properties
LUMO level (spin up / spin down) = -3.301 / -3.422 eV
Gap between HOMO and LUMO (spin up / spin down) = 5.73 / 5.59 eV
Charge = +1

These are the Mulliken partial charges, in e, on atoms 1 to 6:
1. Bi 0.653
2. C 0.369
3. C 0.477
4. C 0.645
5. C 0.409
6. C 0.763

***

No. 5
Here is 17 unconnected molecules or ions with the total composition C33H100O17 at a distorted geometry from the OMol25 dataset. Energies are from ωB97M-V with the def2-TZVPD basis set.

Geometry (Å):
C: -0.4681 -5.4864 2.2417
O: -1.4477 -4.8326 1.5543
H: 0.1735 -4.7889 2.7800
H: -0.8620 -6.2604 2.9004
H: 0.0723 -6.0589 1.4878
H: -1.0255 -4.1448 1.0345
C: 2.7024 2.5512 -1.9557
O: 1.7741 3.3875 -2.6113
H: 3.1372 3.0892 -1.1134
H: 2.1934 1.6050 -1.7723
H: 3.4673 2.4020 -2.7178
H: 1.6347 3.1125 -3.5205
C: 0.1095 0.1870 -0.1338
O: 1.1446 -0.6380 0.3133
H: -0.7438 0.0646 0.5333
H: 0.4439 1.2194 -0.0322
H: -0.1516 0.0229 -1.1793
H: 1.9334 -0.0913 0.3360
C: -3.7670 -3.6058 3.2022
O: -3.4386 -2.5647 2.2979
H: -4.5052 -3.2126 3.9011
H: -4.3219 -4.3551 2.6377
H: -2.8978 -4.1040 3.6316
H: -2.9204 -2.9338 1.5790
C: 6.2483 3.6120 -1.3130
O: 5.9076 2.5826 -0.3820
H: 7.3065 3.8328 -1.1728
H: 6.2356 3.1939 -2.3195
H: 5.7626 4.5779 -1.1741
H: 6.5416 1.8654 -0.4552
C: 0.5402 -0.8973 4.6215
O: 0.8767 0.1894 5.4101
H: 1.4662 -1.3997 4.3418
H: -0.1125 -1.5622 5.1871
H: -0.0379 -0.6128 3.7424
H: 0.0734 0.7124 5.4627
C: -4.3534 0.2258 4.4454
O: -3.1249 -0.3718 4.2086
H: -4.2606 1.2873 4.6751
H: -5.0475 0.0575 3.6219
H: -4.7035 -0.1587 5.4033
H: -3.2190 -1.2405 3.8110
C: 0.5971 -3.5171 -1.0153
O: -0.2230 -3.1415 0.0495
H: 0.4624 -4.4786 -1.5107
H: 0.6591 -2.6988 -1.7327
H: 1.6090 -3.5383 -0.6106
H: -0.0081 -2.2237 0.2314
C: 5.0552 0.1237 -4.0356
O: 3.9343 -0.6784 -3.8926
H: 5.3029 0.5210 -3.0513
H: 6.0146 -0.3683 -4.1954
H: 4.6770 0.8118 -4.7916
H: 4.0704 -1.3470 -3.2172
C: 6.1480 -5.1312 -1.3422
C: 5.2372 -3.8801 -1.1404
C: 5.0577 -3.5921 0.3007
O: 5.6578 -2.6829 -1.8172
H: 6.6233 -5.1300 -2.3231
H: 5.6267 -6.0758 -1.1870
H: 7.0249 -5.2471 -0.7053
H: 4.2507 -4.0976 -1.5500
H: 4.3060 -2.8173 0.4519
H: 5.9382 -3.2081 0.8157
H: 4.7371 -4.4857 0.8362
H: 6.3910 -2.2433 -1.3805
C: 1.2579 -1.3278 -6.0610
C: 0.7701 -0.1250 -5.2141
C: 0.2525 -0.6345 -3.8229
O: 1.7485 0.7896 -5.0259
H: 2.2301 -1.7770 -5.8578
H: 1.3641 -0.8775 -7.0479
H: 0.4905 -2.0904 -6.1938
H: -0.0206 0.4210 -5.7288
H: 1.0978 -1.1337 -3.3493
H: -0.5120 -1.3960 -3.9772
H: -0.1116 0.1561 -3.1667
H: 2.5881 0.3767 -4.8108
C: -3.4188 -3.2068 -4.6896
C: -4.3158 -4.4011 -4.2400
C: -5.2485 -3.9938 -3.1363
O: -5.1455 -4.7587 -5.3245
H: -2.6600 -2.9171 -3.9626
H: -3.9680 -2.3249 -5.0194
H: -2.7867 -3.4718 -5.5371
H: -3.6932 -5.2101 -3.8576
H: -5.9473 -3.1904 -3.3689
H: -4.6266 -3.7756 -2.2681
H: -5.8945 -4.7989 -2.7860
H: -5.6118 -3.9987 -5.6800
C: 0.7135 4.8277 3.5597
C: 0.4524 4.8988 2.0552
C: -0.7847 4.2268 1.6060
O: 0.2838 6.3056 1.6996
H: 1.3340 3.9405 3.6859
H: -0.1263 4.9193 4.2484
H: 1.4285 5.5861 3.8789
H: 1.2902 4.5755 1.4374
H: -1.6272 4.4621 2.2564
H: -0.7347 3.1395 1.6652
H: -1.0914 4.5214 0.6024
H: 0.0380 6.3931 0.7758
C: -1.9465 2.3410 -3.8492
C: -2.7567 1.2888 -4.6042
C: -4.0289 0.6856 -3.8942
O: -3.1105 1.7866 -5.8321
H: -1.1821 2.7486 -4.5108
H: -1.4629 1.9389 -2.9589
H: -2.4983 3.2437 -3.5871
H: -2.0605 0.4651 -4.7615
H: -4.5695 1.5607 -3.5337
H: -3.7388 0.0478 -3.0593
H: -4.5751 0.1167 -4.6467
H: -3.7964 2.4505 -5.7305
C: 4.0969 0.1710 2.9546
C: 3.4711 1.2262 2.0552
C: 3.7828 2.6812 2.4153
O: 3.8914 1.0633 0.7324
H: 3.6611 -0.8113 2.7717
H: 3.8556 0.3775 3.9973
H: 5.1858 0.1494 2.9111
H: 2.3924 1.0714 2.0300
H: 4.8552 2.8762 2.4125
H: 3.3702 2.8011 3.4170
H: 3.1896 3.2860 1.7295
H: 4.7005 1.5682 0.6231
C: -2.3937 3.7513 5.4606
C: -1.9637 2.5355 6.2329
C: -2.8686 2.1366 7.3589
O: -1.6073 1.5429 5.3717
H: -2.0334 3.7257 4.4322
H: -1.9906 4.6077 6.0011
H: -3.4836 3.7465 5.4787
H: -1.0199 2.7337 6.7408
H: -2.9872 2.8753 8.1515
H: -2.5209 1.1821 7.7539
H: -3.8937 2.0645 6.9953
H: -2.3322 1.1842 4.8545
C: -4.0644 2.3119 1.4319
C: -3.7967 1.8009 -0.0071
C: -3.7516 0.2405 -0.0179
O: -4.8070 2.2928 -0.8587
H: -3.9642 3.3951 1.5002
H: -3.2709 1.8613 2.0282
H: -5.0836 1.9950 1.6531
H: -2.8745 2.2071 -0.4227
H: -3.2421 -0.0880 -0.9238
H: -4.7258 -0.2428 0.0559
H: -3.0952 -0.1128 0.7774
H: -5.4563 1.6577 -1.1696

Forces on atoms 1 to 2 (eV/Å):
1.055 -1.151 -0.143
-2.452 0.527 0.075

Properties
LUMO level = 0.011 eV
Gap between HOMO and LUMO = 9.41 eV
Relative energy (zero: lowest compared OMol25 entry of this formula, charge and spin) = 104.0 kcal/mol

These are the Mulliken partial charges, in e, on atoms 1 to 6:
1. C -0.764
2. O -0.496
3. H 0.236
4. H 0.295
5. H 0.311
6. H 0.585

***

No. 6
Here is a molecular structure, C5H3Br3N2 at a distorted geometry from the OMol25 dataset. Energies are from ωB97M-V with the def2-TZVPD basis set.

Geometry (Å):
C: -0.2974 -1.3669 -0.3779
C: 0.7729 0.3273 -1.3001
C: 0.2873 -0.0980 -0.1039
C: 0.2108 0.6191 1.1387
C: -0.8766 0.6992 2.0777
N: -0.1552 -1.6513 -1.6542
N: 0.5165 -0.5995 -2.2387
Br: 1.5300 1.9484 1.3333
Br: -0.7182 1.8091 3.5828
Br: -2.3884 -0.4265 2.0925
H: -0.7917 -2.0052 0.3529
H: 1.2576 1.1436 -1.6751
H: 0.6522 -0.3993 -3.2280

Forces on atoms 1 to 2 (eV/Å):
0.560 0.717 -0.689
-0.379 -1.163 -0.695

Properties
LUMO level = 0.191 eV
Gap between HOMO and LUMO = 8.67 eV
Relative energy (zero: lowest compared OMol25 entry of this formula, charge and spin) = 0.0 kcal/mol

These are the Mulliken partial charges, in e, on atoms 1 to 6:
1. C -0.396
2. C -0.705
3. C 0.716
4. C 0.214
5. C -0.087
6. N -0.718